Entry 1:
The following is a quantum chemistry calculation of a molecular structure, C42H33BiF3GeN4S in a non-equilibrium geometry, from the Open Molecules 2025 dataset.

Output
LUMO level (alpha / beta)   0.32 / -0.91 eV
Highest occupied orbital energy (alpha / beta)   -0.2588 / -0.2661 Eh
Expectation value of S²   0.799
F_max   0.021 Eh/bohr
Multiplicity   2

```
85
Properties=species:S:1:pos:R:3:mulliken_charge:R:1
C 2.00675 3.22719 2.78008 -0.488
C -0.69618 3.04600 -4.35800 -0.123
C -1.33958 2.11328 -3.48235 0.494
C 2.10886 0.59441 -2.66284 0.007
H 3.26946 4.50968 3.94775 0.475
C -2.11557 -1.90524 3.76415 -0.659
C 0.32586 -3.35774 1.97017 -0.663
H -2.20561 -4.03418 3.98914 0.416
H -2.89653 0.59545 -3.43599 0.184
C -2.74786 1.56052 2.77702 -0.172
C -2.05075 2.33369 -6.21324 -0.401
H -0.69368 2.92815 4.92463 0.440
H 0.09298 -2.10868 -6.55776 0.417
H 2.14080 -0.15883 2.78561 0.596
C 4.12036 -0.55019 -1.13858 -0.727
H 5.45371 0.78549 -2.15903 0.386
H -0.38722 -5.94077 -0.09431 0.422
F 4.48134 2.10817 6.47930 -0.259
C -2.15325 -0.87049 2.83632 -0.220
H 4.90446 -0.99872 -0.54066 0.418
H 0.16165 -5.47803 2.26946 0.401
H -2.32187 2.41236 -7.25782 0.399
H 0.55993 -3.15609 3.00961 0.449
N -2.21801 2.63575 3.42701 0.270
C 3.69616 2.43875 4.28429 0.412
C -2.58677 3.99564 3.11384 -0.999
H -0.49105 -4.09053 -1.72838 0.427
H -3.47047 0.76938 -5.80144 0.396
C -2.33922 -2.32750 1.09553 -0.638
C -0.02572 -2.56847 -0.29194 -1.023
H 2.57301 -1.76494 -0.28641 0.357
H -2.03356 -1.69691 4.82235 0.580
C -0.23761 1.39086 0.70194 -1.643
C -2.70202 1.41376 -5.39215 -0.768
C -0.26395 -3.88172 -0.68887 0.245
H -2.60993 -2.40242 -2.43723 0.160
C 0.01293 -1.69875 -4.45419 0.024
C 0.09653 -4.66405 1.55806 -0.750
H 1.00047 -1.25156 -4.42632 0.355
N -2.23789 -1.07776 1.53120 0.579
C -2.00397 -2.34352 -3.33803 0.142
C 4.77864 2.67984 5.28988 0.854
C 0.62986 1.63997 1.50886 0.466
C -1.14719 0.89807 4.23814 -0.415
H -2.43889 -4.42660 1.53323 0.594
C 3.01290 3.49057 3.69348 -0.803
C -0.49747 -2.17821 -5.65243 -0.676
H 1.33084 1.06467 -3.24722 0.345
H -0.55333 3.87139 -6.31914 0.370
C -0.20558 -4.92285 0.22915 -0.930
C 2.37828 0.86425 3.04547 0.086
C -0.72983 -1.77854 -3.27970 -0.196
H -3.67056 4.07283 3.06191 0.386
H 1.47477 4.04448 2.31124 0.534
F 4.98941 3.98661 5.52238 -0.287
C -1.05350 3.15334 -5.68080 -0.536
Bi -1.81369 0.83433 -0.72413 1.285
H -2.40324 -2.44609 0.01843 0.788
C 1.67218 1.91368 2.44766 0.622
C -2.21881 -3.20349 3.29587 -0.651
H -3.50768 -3.26799 -4.56052 0.424
C -1.76376 -2.74290 -5.69438 -0.538
C -2.51842 -2.82755 -4.53095 -0.834
H -2.20165 4.65803 3.88570 0.343
Ge -0.07414 -1.04549 -1.56356 0.935
C 3.38182 1.12407 3.95748 -1.329
N -2.05039 0.46918 3.27044 0.620
H 0.08788 3.65886 -3.93148 0.467
H 3.65793 1.81318 -3.50993 0.418
H -2.16152 -3.11899 -6.62844 0.395
H 3.92856 0.31223 4.41992 0.392
C -2.37679 1.31339 -4.05984 -0.148
C 4.42981 0.45239 -2.04581 -0.556
C -1.23900 2.23234 4.31175 -0.602
C 1.78826 -0.41955 -1.76090 0.180
N -0.90339 2.02799 -2.23043 -0.887
C 0.25588 -2.32078 1.05234 0.393
S -4.03704 1.62720 1.72788 -0.335
C 2.80921 -0.98075 -0.99708 0.012
H -2.17663 4.27981 2.14341 0.320
C -2.34445 -3.42785 1.93489 -0.864
C 3.41946 1.02481 -2.80620 -0.759
H 0.40783 -1.29579 1.37398 0.047
H -0.47889 0.21478 4.73048 0.416
F 5.95532 2.14968 4.89706 -0.257
```

***

Entry 2:
The following is a quantum chemistry calculation of a molecular structure, C42H33ClN7O7SV in a non-equilibrium geometry, from the Open Molecules 2025 dataset.

Output
Net charge   -1
LUMO level (alpha / beta)   2.19 / 2.14 eV
Energy relative to the best compared isomer or geometry (same formula, charge and spin)   41.67 kcal/mol
Highest occupied orbital energy (alpha / beta)   -0.1348 / -0.1366 Eh
Expectation value of S²   3.761
F_max   0.021 Eh/bohr
Multiplicity   4

```
92
Properties=species:S:1:pos:R:3:mulliken_charge:R:1
C 3.15867 -2.75941 1.91080 -0.946
H 0.10545 4.82235 -2.89996 0.302
O 1.02881 0.99280 3.58296 -0.517
H 3.01845 -3.71977 1.42220 0.407
H 1.08832 -5.25339 0.94646 0.572
Cl 2.82118 -6.59316 -0.87290 -0.309
V 1.11996 1.03021 1.45590 0.864
C 4.92296 1.31442 -1.72129 -0.803
C -1.47658 -4.69961 0.28158 -1.306
C 2.66697 -4.02292 -1.74073 -0.835
C -3.52528 0.04674 -1.32063 -0.485
H -3.36756 -0.49862 -2.24571 0.669
C -2.30202 -0.29347 -4.93834 -0.470
C -4.80969 1.59808 -0.03928 -1.020
C 1.11798 -4.64651 0.04879 -0.616
H 3.73833 -2.86869 2.82499 0.322
C -1.29905 -0.59057 -4.02788 -0.955
O 2.73524 2.07807 2.37657 -0.611
H -1.24290 0.87538 3.78568 0.468
C -0.65362 -1.62735 1.62299 -1.478
H 0.88988 3.40054 3.52734 0.045
C -3.12254 1.83025 3.26105 -1.013
C -0.53292 4.84753 2.92563 -0.119
H -2.63669 -5.35393 1.87427 0.377
C 3.83293 2.10378 -2.04468 -0.734
H -5.64421 2.27697 0.09769 0.395
H 1.72165 -1.72996 3.21451 1.206
C -0.77414 0.39691 -3.20144 0.760
C -1.85970 0.34378 1.84008 -1.081
N -2.65880 -0.15983 -0.36729 0.009
O 2.25722 2.77994 4.65788 -0.900
C 4.78346 0.33420 -0.75361 -0.589
C 2.64399 1.93073 -1.34321 0.128
H 3.87226 2.82687 -2.84592 0.557
S 2.40545 1.61303 3.78607 1.218
C -0.80164 -4.53804 2.67953 -1.054
C 0.17084 -3.62374 2.69184 -1.870
C 2.18550 -4.95871 -0.90205 -0.858
N -0.07701 3.03474 1.72900 0.384
H -0.39918 -4.04425 -1.45420 0.501
C -2.81591 0.51827 0.79937 0.655
C 0.20729 3.79004 -3.24191 -0.662
C -2.02099 0.98322 3.03990 -0.333
H -2.26102 -5.01858 -0.39750 0.409
H -0.92254 -1.60185 -3.93425 0.394
H -2.64969 3.00777 -4.27131 0.418
N 2.14498 -0.71844 1.48717 1.472
H -1.61156 -2.14702 1.70232 0.273
O 3.35906 0.62265 4.24558 -0.778
H 0.06253 3.73110 -4.31826 0.423
H 2.50000 -2.00578 -2.53679 0.537
H -5.29100 1.05920 -2.05407 0.443
C -4.03835 2.05350 2.27346 -0.962
C -0.28105 -4.18290 -0.38641 0.572
H 0.74226 -3.53551 3.60972 0.411
H 5.85888 1.43221 -2.25148 0.433
C 1.85202 -1.95534 2.15400 -1.568
H -0.03843 0.12196 -2.45239 -0.262
C 0.53083 -2.59704 1.62509 3.138
C 3.56779 0.24951 -0.09902 -0.247
C -1.24772 1.69862 -3.30048 0.301
H -3.21773 2.32980 4.21668 0.418
N 0.23358 2.28781 -1.43119 0.383
C -2.26156 1.99549 -4.20891 -0.388
O 1.54107 3.34509 -2.93748 -0.514
C -3.90040 1.40368 1.02575 1.342
C 3.23590 -0.81466 0.85363 -0.241
H -1.37162 3.39059 0.14787 0.689
C -0.97566 3.75892 1.07490 -0.552
C 0.71773 -3.20113 0.20631 1.982
O 3.94782 -1.93094 0.99770 -0.536
H 3.44788 -4.30107 -2.44024 0.403
C -0.68231 2.81838 -2.44391 -0.224
N 2.52828 1.06579 -0.33614 1.003
C -2.78980 1.00641 -5.02350 -0.713
C 1.40008 2.55291 -1.83750 -0.268
C -1.70539 -4.87724 1.58882 -0.803
C 1.19270 -2.23106 -0.87645 -0.687
H -1.51222 3.34791 -1.97309 0.682
C -1.30712 4.91861 1.78614 -1.524
H -4.87208 2.72916 2.42496 0.406
H -0.43331 5.50843 3.76925 0.503
H 5.57399 -0.35919 -0.50724 0.603
H -2.01490 5.68340 1.51812 0.399
H -0.94817 -5.09699 3.59934 0.420
O 0.63473 -1.10989 -0.91240 0.144
N -0.64290 -0.36053 1.61282 1.322
H -3.58043 1.24732 -5.72351 0.379
C -4.62231 0.93210 -1.21266 -0.826
C 2.17133 -2.68644 -1.76001 -1.070
H -2.71094 -1.06871 -5.57466 0.400
N 0.17439 3.71508 2.85912 0.185
```

***

Entry 3:
The following is a quantum chemistry calculation of a molecular structure, C42H33F6MoN6O8P2S4Se2 in a non-equilibrium geometry, from the Open Molecules 2025 dataset.

Output
Net charge   -1
LUMO level (alpha / beta)   1.34 / 1.34 eV
Energy relative to the best compared isomer or geometry (same formula, charge and spin)   85.81 kcal/mol
Highest occupied orbital energy (alpha / beta)   -0.0774 / -0.1942 Eh
Expectation value of S²   2.034
F_max   0.081 Eh/bohr
Multiplicity   3

```
104
Properties=species:S:1:pos:R:3:mulliken_charge:R:1
H 3.21371 1.42256 5.00432 0.382
C -3.86653 2.45461 -1.40031 1.032
O -0.13409 3.04526 -3.66233 -0.436
H -6.41627 2.24508 1.49613 0.366
C 2.62076 -2.43546 4.84377 -1.042
S 1.15203 2.51813 -3.33238 0.513
H -1.37702 4.23916 6.73588 0.417
H -0.49050 1.97540 7.38732 0.435
C -5.67765 2.41237 0.70624 -0.545
H -5.87634 4.52013 0.48538 0.396
F -4.83085 2.00154 -4.47050 -0.155
C 5.45778 1.48911 -3.05446 -0.607
C 2.28257 -0.18353 3.96518 0.424
Se 3.13744 2.09007 1.96582 -0.439
C -0.39743 4.17947 4.80059 -0.543
H 4.35874 4.03767 -4.22241 0.190
C 2.89044 -3.98383 -0.62895 -0.869
C 3.05670 0.33073 4.97702 -0.320
O 2.43940 -0.32594 -2.76073 0.522
H -2.93969 -1.84268 5.00507 0.433
N -1.40322 0.74391 0.11296 1.879
H -4.53677 4.58027 -1.56664 0.436
C 2.38634 -1.42324 0.45683 0.121
C 3.67772 -0.53509 5.90862 -0.803
C 5.16179 3.42052 -4.56868 -1.385
H 4.27806 -0.11547 6.70951 0.377
H -0.31293 -4.48092 1.65765 0.226
C 0.48248 3.47562 3.97493 -0.477
F -2.87947 -3.22576 -3.90625 -0.206
P -0.30384 -1.75578 0.71446 0.010
O 1.97941 -2.51004 -3.23569 -0.609
F -3.47387 2.23867 -6.23840 -0.207
O -5.74039 -1.17219 -4.30088 -0.629
H 4.31846 1.52607 -6.27566 0.295
C -0.99698 -2.48389 2.29539 0.650
C -4.27771 1.39870 -5.55443 0.606
F -4.83004 -3.96292 -4.35245 -0.254
C -0.47746 0.01855 0.88392 -0.875
H 1.47866 -1.96201 3.03312 0.193
H -0.79226 5.15514 4.42113 0.309
H 0.71498 -3.98581 -0.85082 0.474
C -4.93390 1.35294 0.29096 -0.641
S -2.53415 2.38643 -2.47206 -0.144
O -1.69861 0.33051 -5.07180 -0.537
C -5.39339 3.65073 0.06852 -0.417
H 0.88728 4.09865 3.16532 0.313
H 4.97830 -3.42541 -0.50985 0.412
N -3.98730 1.38815 -0.65820 0.196
C -0.91404 -3.89814 2.40789 -0.427
F -4.15808 -3.76995 -2.18178 -0.155
Se -2.16242 -2.18086 -0.59830 -0.369
H -2.51122 -4.39245 5.33667 0.380
H 6.04657 3.86346 -4.11561 0.372
C 5.12917 1.97945 -4.35416 0.895
S -3.09253 -0.10892 -5.02171 0.647
H 2.96807 -0.45309 -5.35830 0.476
C 1.31475 -2.31032 0.24245 1.133
C -1.41610 -4.54811 3.52940 -0.826
N -3.46069 -0.53422 -3.44773 -0.381
C 0.30535 1.62571 5.45849 -0.197
H 2.60194 -3.49616 4.63870 0.409
C 4.48235 1.20274 -5.25127 -0.654
C -2.16722 -3.81754 4.48330 -0.430
O 1.54889 2.48254 -1.92818 -0.272
C 3.58412 0.05439 -3.35812 0.128
C 2.09982 -1.57829 3.86040 0.305
Mo -2.16512 0.00401 -1.86417 0.621
C -2.31728 -2.44071 4.34970 -1.014
P 1.39538 1.03163 2.98751 -0.057
H 6.21870 2.06049 -2.57007 0.409
H -1.73909 -0.73591 3.19000 0.600
C 1.58817 -3.50167 -0.43019 -0.277
H 3.02046 -4.94111 -1.09324 0.454
C -4.12878 -3.24269 -3.41460 0.628
H 4.42003 -1.11572 0.51320 0.788
C 0.29341 -0.75163 -3.78209 -0.695
C 1.63060 -1.32965 -3.26511 -0.154
H -0.05696 -1.48556 -4.42786 0.584
H -5.08193 0.38647 0.73562 0.402
H 5.24131 3.47495 -5.65035 0.420
H 2.20796 -0.42255 0.78775 -0.193
O -5.21610 -1.34708 -1.84511 -0.554
N -0.75709 -0.35441 -2.76566 0.120
N -1.62500 1.92458 0.71763 -0.708
H 3.92836 -2.62325 6.50912 0.409
C -4.61649 3.63311 -1.07488 -1.008
C -0.36625 2.37841 6.40072 -0.643
F -5.25122 0.90951 -6.37227 -0.211
H -1.42642 -5.61901 3.57572 0.433
C 3.70387 -1.85488 0.27010 -1.186
C 3.66897 0.14189 -4.75210 -0.517
C 0.65085 2.11016 4.20822 0.785
C 4.63486 0.51353 -2.47280 -0.629
H 0.63450 0.06400 -4.38041 0.535
S -4.82877 -1.48960 -3.22701 0.652
C -0.76222 3.69190 6.06038 -0.493
N -0.85447 2.09544 1.76527 -0.577
C -1.71204 -1.78877 3.22290 0.166
C 3.97783 -3.11570 -0.29367 -0.915
H 0.55738 0.58315 5.73229 0.260
C -0.02133 0.95763 1.86789 0.933
C 3.47082 -1.89608 5.85921 -0.536
O -3.42765 -1.16214 -5.96115 -0.624
H 4.53762 0.22087 -1.42478 0.288
```

***

What is the formula in the first record? C42H33BiF3GeN4S